Record 1
# C30H54F2N3O7Si

3 unconnected molecules or ions with the total composition C30H54F2N3O7Si in a non-equilibrium geometry (the ωB97M-V functional and the def2-TZVPD basis, OMol25).

Computed properties:
Total charge: +1
Energy above the lowest of the compared OMol25 structures with the same formula, charge and spin: 399.7 kcal/mol

XYZ file:
```
97
Properties=species:S:1:pos:R:3:lowdin_charge:R:1
C -2.089 4.674 0.464 -0.23
Si -2.778 5.104 -1.280 0.51
C -4.122 6.527 -1.113 -0.23
C -3.721 3.628 -2.146 -0.25
C -2.717 2.408 -2.592 -0.16
C -2.586 2.235 -4.251 -0.25
F -2.642 3.524 -4.978 0.00
F -3.698 1.286 -4.618 -0.03
C -1.177 1.390 -4.481 0.04
C -0.129 1.865 -5.631 0.07
N 1.143 1.125 -5.791 0.06
N 1.385 0.075 -4.971 0.00
C 0.602 -0.596 -3.880 0.01
C 1.127 -1.926 -3.034 -0.07
C 0.575 -1.983 -1.486 -0.30
O 0.587 -3.431 -1.101 -0.12
C 1.528 -1.202 -0.393 -0.19
N 0.821 0.072 0.115 -0.05
C -0.885 0.088 -3.532 0.14
C -1.298 5.759 -2.337 -0.22
C 0.263 5.277 -2.100 -0.08
C 1.502 5.900 -2.999 -0.07
C 1.164 7.018 -4.182 -0.06
C -0.403 7.510 -4.471 -0.06
C -1.591 6.869 -3.538 -0.06
H -1.467 5.591 0.907 0.07
H -1.329 3.759 0.446 0.04
H -2.902 4.426 1.278 0.04
H -4.514 6.694 -2.227 0.04
H -4.998 6.168 -0.424 0.05
H -3.649 7.539 -0.723 0.06
H -4.317 3.976 -3.094 0.10
H -4.453 3.171 -1.322 0.11
H -3.090 1.361 -2.159 0.13
H -1.603 2.548 -2.215 0.11
H -0.332 2.806 -6.336 0.16
H 2.338 -0.382 -5.128 0.19
H 0.781 -2.860 -3.693 0.15
H 2.298 -1.838 -2.999 0.13
H -0.531 -1.629 -1.343 0.14
H 0.119 -3.930 -1.860 0.13
H 2.578 -0.987 -0.861 0.13
H 1.588 -1.919 0.555 0.14
H -0.014 -0.213 0.681 0.07
H 1.478 0.505 0.829 0.09
H -1.602 -0.292 -2.690 0.12
H 0.552 4.503 -1.267 0.08
H 2.631 5.582 -2.818 0.08
H 2.000 7.517 -4.843 0.08
H -0.676 8.290 -5.314 0.09
H -2.734 7.173 -3.675 0.08
C -2.315 2.246 6.982 -0.11
O -3.060 1.664 5.926 -0.21
C -2.900 2.354 4.688 -0.19
C -2.820 1.369 3.517 -0.17
O -1.585 0.643 3.442 -0.15
C -1.369 -0.353 4.452 -0.17
C -2.305 -1.562 4.353 -0.18
O -3.611 -1.217 4.830 -0.21
C -4.644 -1.904 4.138 -0.11
H -2.757 3.202 7.274 0.09
H -2.343 1.565 7.837 0.09
H -1.267 2.384 6.694 0.09
H -1.998 2.979 4.695 0.12
H -3.774 3.000 4.561 0.13
H -2.871 1.952 2.590 0.11
H -3.673 0.692 3.495 0.11
H -1.383 0.091 5.446 0.11
H -0.347 -0.711 4.290 0.12
H -1.930 -2.370 4.987 0.13
H -2.340 -1.909 3.314 0.12
H -4.527 -1.807 3.053 0.08
H -5.597 -1.445 4.415 0.09
H -4.659 -2.959 4.426 0.09
C 7.415 -5.617 -0.059 -0.11
O 6.311 -6.348 0.446 -0.21
C 6.173 -6.236 1.862 -0.19
C 4.698 -6.126 2.262 -0.17
O 4.098 -4.860 1.955 -0.13
C 3.866 -4.585 0.566 -0.17
C 2.790 -5.466 -0.077 -0.19
O 3.306 -6.780 -0.320 -0.21
C 2.315 -7.788 -0.184 -0.11
H 8.352 -6.099 0.231 0.09
H 7.344 -5.602 -1.151 0.09
H 7.395 -4.580 0.294 0.08
H 6.717 -5.364 2.246 0.12
H 6.603 -7.141 2.302 0.13
H 4.644 -6.216 3.353 0.13
H 4.105 -6.947 1.862 0.11
H 4.798 -4.607 0.004 0.11
H 3.511 -3.550 0.533 0.11
H 2.501 -5.045 -1.045 0.10
H 1.910 -5.498 0.576 0.12
H 1.778 -7.690 0.766 0.09
H 2.821 -8.758 -0.184 0.09
H 1.615 -7.751 -1.023 0.08
```

Record 2
# C30H54O27

9 unconnected molecules or ions with the total composition C30H54O27 in a non-equilibrium geometry (the ωB97M-V functional and the def2-TZVPD basis, OMol25).

Computed properties:
Total charge: 0
Energy above the lowest of the compared OMol25 structures with the same formula, charge and spin: 159.7 kcal/mol
Structure (SMILES): C[C@H]1COC(=O)O1.C[C@H]1COC(=O)O1.C[C@H]1COC(=O)O1.COC(=O)OC.COC(=O)OC.COC(=O)OC.COC(=O)OC.COC(=O)OC.COC(=O)OC

XYZ file:
```
111
Properties=species:S:1:pos:R:3:lowdin_charge:R:1
C -20.046 2.761 -8.507 0.00
C -20.044 3.618 -7.239 -0.22
C -18.652 4.014 -6.617 -0.08
O -18.713 5.422 -6.629 0.07
C -19.818 5.855 -7.265 -0.56
O -20.029 7.044 -7.564 0.09
O -20.661 4.895 -7.568 0.10
H -20.957 2.464 -8.864 0.06
H -19.541 1.863 -8.289 0.04
H -19.575 3.303 -9.318 0.09
H -20.724 3.248 -6.455 0.16
H -17.765 3.664 -7.101 0.09
H -18.516 3.698 -5.572 0.13
C -20.718 -3.053 -5.223 -0.02
C -19.563 -4.042 -5.192 -0.28
C -19.533 -4.908 -3.968 -0.08
O -19.376 -6.204 -4.519 0.12
C -19.686 -6.219 -5.774 -0.66
O -19.842 -7.243 -6.387 0.14
O -19.809 -5.020 -6.239 0.10
H -21.705 -3.453 -5.199 0.08
H -20.730 -2.381 -6.113 0.09
H -20.660 -2.355 -4.409 0.08
H -18.643 -3.488 -5.322 0.14
H -20.514 -4.813 -3.431 0.15
H -18.805 -4.628 -3.277 0.12
C -13.353 -0.432 -10.048 -0.03
C -13.060 -0.103 -8.627 -0.28
C -11.567 -0.397 -8.223 -0.08
O -11.042 0.906 -8.178 0.08
C -11.966 1.857 -8.213 -0.58
O -11.793 3.060 -8.100 0.14
O -13.154 1.335 -8.450 0.07
H -14.299 -0.129 -10.401 0.05
H -13.242 -1.519 -10.212 0.10
H -12.464 0.009 -10.569 0.11
H -13.714 -0.720 -7.963 0.15
H -10.978 -1.102 -8.851 0.15
H -11.488 -0.827 -7.221 0.13
C -17.877 6.752 -9.923 -0.08
O -17.885 5.398 -9.971 -0.05
C -16.862 4.687 -9.432 -0.34
O -15.792 5.387 -8.825 -0.03
O -16.833 3.306 -9.640 -0.06
C -15.714 2.589 -9.061 -0.03
H -17.859 7.038 -8.846 0.11
H -18.846 7.091 -10.285 0.11
H -17.084 7.148 -10.535 0.11
H -15.853 2.593 -7.973 0.09
H -14.822 3.142 -9.362 0.09
H -15.623 1.581 -9.414 0.07
C -13.606 -3.499 -16.832 -0.02
O -14.367 -2.389 -16.356 0.00
C -14.543 -2.120 -15.070 -0.44
O -14.066 -3.064 -14.157 -0.07
O -15.223 -1.082 -14.666 0.04
C -15.559 -0.819 -13.290 0.01
H -14.104 -4.432 -16.590 0.10
H -12.645 -3.481 -16.386 0.08
H -13.518 -3.396 -17.903 0.09
H -16.169 -1.602 -12.889 0.08
H -16.032 0.111 -13.133 0.07
H -14.685 -0.846 -12.698 0.07
C -16.186 -2.898 -9.160 -0.05
O -16.134 -1.594 -8.672 -0.05
C -16.941 -1.048 -7.728 -0.29
O -18.148 -1.747 -7.191 -0.11
O -16.473 0.128 -7.234 -0.02
C -17.359 0.710 -6.253 -0.02
H -15.329 -2.989 -9.903 0.12
H -17.142 -3.080 -9.676 0.09
H -16.062 -3.551 -8.304 0.10
H -16.858 1.528 -5.803 0.08
H -17.618 -0.068 -5.516 0.10
H -18.309 1.037 -6.727 0.10
C -16.529 -4.649 -12.870 -0.10
O -17.492 -5.223 -12.155 0.02
C -17.321 -5.707 -10.932 -0.41
O -16.024 -5.654 -10.341 -0.08
O -18.349 -6.214 -10.324 0.02
C -18.283 -6.519 -8.951 -0.04
H -16.936 -4.119 -13.716 0.11
H -15.794 -5.326 -13.133 0.09
H -16.032 -3.903 -12.239 0.08
H -18.084 -5.635 -8.329 0.09
H -17.609 -7.322 -8.680 0.10
H -19.337 -6.813 -8.729 0.10
C -20.464 -3.275 -9.426 0.04
O -19.563 -2.537 -10.385 0.03
C -19.430 -1.261 -10.234 -0.43
O -20.262 -0.439 -9.462 -0.06
O -18.393 -0.699 -10.917 -0.01
C -18.095 0.620 -10.784 -0.08
H -20.724 -4.223 -9.891 0.10
H -21.353 -2.808 -9.144 0.06
H -20.042 -3.485 -8.391 0.10
H -17.069 0.583 -11.067 0.07
H -18.225 1.094 -9.806 0.08
H -18.652 1.215 -11.487 0.11
C -17.282 3.988 -12.987 -0.06
O -16.371 3.059 -12.464 -0.02
C -15.132 3.499 -12.197 -0.46
O -14.830 4.812 -12.047 0.01
O -14.298 2.517 -11.895 -0.01
C -12.943 2.814 -11.660 -0.02
H -17.310 4.929 -12.417 0.08
H -18.297 3.624 -12.847 0.09
H -17.172 4.285 -14.080 0.13
H -12.414 1.912 -11.775 0.07
H -12.797 3.186 -10.670 0.08
H -12.654 3.615 -12.338 0.11
```